Below is an isolated molecule of C4H11N3, with properties calculated with wB97M-V/def2-TZVPD.

```
! wB97M-V def2-TZVPD RIJCOSX def2/J DEFGRID3
* xyz 0 1
H 0.965 -1.672 -1.076
N -0.029 -1.511 -1.232
C -0.288 -0.251 -1.062
C -1.507 0.377 -1.696
N 0.715 0.692 -0.657
C 1.009 0.556 0.718
C -0.558 -0.124 1.401
N 2.038 -0.324 1.077
H -1.998 1.066 -1.006
H -2.214 -0.397 -1.996
H -1.195 0.937 -2.583
H 0.454 1.649 -0.871
H 1.123 1.517 1.220
H -1.596 0.009 1.092
H -0.358 -1.187 1.557
H -0.573 0.342 2.393
H 2.106 -0.444 2.082
H 1.907 -1.235 0.640
*
```

For each atom in turn, the Löwdin charge in e is: 0.038, 0.140, -0.507, -0.041, 0.014, -0.393, -0.047, 0.048, 0.071, 0.081, 0.086, 0.117, 0.128, 0.040, 0.041, 0.034, 0.085, 0.065


Below is an isolated molecule of C4H9NOSi, with properties calculated with wB97M-V/def2-TZVPD.

```
! wB97M-V def2-TZVPD RIJCOSX def2/J DEFGRID3
* xyz 0 1
C 0.565 -2.315 0.111
O 0.398 -1.124 -0.679
Si -0.282 0.300 -0.283
C 0.703 1.514 -1.307
C -0.241 0.752 1.581
C -2.078 0.460 -0.780
N -3.164 0.596 -1.111
H -0.093 -2.423 1.016
H 1.606 -2.368 0.481
H 0.457 -3.176 -0.563
H 0.105 2.182 -2.069
H 1.245 2.144 -0.594
H 1.576 0.947 -1.736
H 0.520 1.537 1.837
H -1.106 1.258 2.028
H -0.210 -0.284 2.069
*
```

For each atom in turn, the Löwdin charge in e is: -0.119, -0.260, 0.382, -0.173, -0.162, -0.247, 0.072, 0.090, 0.087, 0.084, 0.079, 0.013, 0.044, 0.042, 0.026, 0.041


Below is an isolated molecule of C5H8N2, with properties calculated with wB97M-V/def2-TZVPD.

```
! wB97M-V def2-TZVPD RIJCOSX def2/J DEFGRID3
* xyz 0 1
C -2.348 -0.173 0.049
C -0.883 0.064 0.001
C -0.245 1.253 -0.041
N 1.131 1.002 -0.094
C 1.297 -0.406 -0.117
N 2.638 -0.553 0.071
C 0.097 -1.016 -0.011
H -2.645 -0.824 -0.781
H -2.615 -0.683 0.979
H -2.911 0.762 -0.012
H -0.614 2.256 -0.205
H 1.684 1.463 -0.810
H 2.493 0.416 0.640
H 3.015 -1.505 0.108
H -0.092 -2.055 0.223
*
```

For each atom in turn, the Löwdin charge in e is: -0.067, -0.314, -0.093, -0.011, -0.439, 0.061, 0.001, 0.080, 0.077, 0.075, 0.111, 0.149, 0.168, 0.096, 0.105


| no. | HOMO energy (eV) | HOMO-LUMO gap (Ha) |
| --- | --- | --- |
| 1 | -8.764 | 0.3549 |
| 2 | -10.934 | 0.4276 |
| 3 | -7.270 | 0.3056 |